C4H10O2 | the ωB97M-V functional and the def2-TZVPD basis

Calculated values
relative energy (zero: lowest compared OMol25 entry of this formula, charge and spin): 0.6713 eV
electronic energy: -8404.876 eV
Kohn-Sham gap: 11.526 eV
2S+1: 1
structure (SMILES): O=CO.CCC

Each atom is followed by the atoms it is bonded to, with distances in Å.
Cartesian coordinates (Å):
1 C 1.332 -0.216 -1.303  C2 1.513, H4 1.085, H5 1.094, H6 1.102
2 C 0.649 -0.866 -0.120  C1 1.513, C3 1.548, H7 1.084, H8 1.090
3 C 1.034 -0.166 1.206  C2 1.548, H9 1.087, H10 1.089, H11 1.092
4 H 2.417 -0.190 -1.282  C1 1.085
5 H 0.978 -0.578 -2.272  C1 1.094
6 H 0.992 0.832 -1.362  C1 1.102
7 H -0.433 -0.820 -0.104  C2 1.084
8 H 0.967 -1.907 -0.069  C2 1.090
9 H 0.383 -0.439 2.033  C3 1.087
10 H 0.977 0.914 1.070  C3 1.089
11 H 2.074 -0.393 1.452  C3 1.092
12 O -1.467 1.786 1.040  C13 1.188
13 C -2.030 1.097 0.253  O12 1.188, O14 1.342, H15 1.110
14 O -2.700 -0.031 0.537  C13 1.342, H16 0.951
15 H -2.121 1.383 -0.816  C13 1.110
16 H -3.052 -0.406 -0.264  O14 0.951

Here are the natural (NBO) charges for atoms 1 to 4, given in e: C -0.613; C -0.402; C -0.605; H 0.212